[1]
C4H7N3 | wB97M-V/def2-TZVPD

As for the HOMO energy: -9.644 eV. Its total energy is -8729.4408 eV. The value obtained for the relative energy (zero: lowest compared OMol25 entry of this formula, charge and spin) is 216.0 kJ/mol. For the HOMO-LUMO gap, the calculation gives 10.035 eV. The calculation puts the LUMO energy at 0.4 eV.

Geometry as XYZ:
```
14
Properties=species:S:1:pos:R:3:mulliken_charge:R:1
C -0.98 -2.17 -1.36 0.104
N -1.15 -2.88 -2.26 -0.376
H -0.17 1.52 -1.00 0.188
C 1.35 1.77 0.44 -1.127
N 0.22 -0.37 -0.41 -0.335
H -0.43 0.79 1.14 0.340
C 0.12 0.94 0.17 -0.340
H 2.02 1.45 1.24 0.338
H 0.93 2.74 0.72 0.342
H -2.30 -2.02 0.71 0.249
H 1.88 1.89 -0.50 0.289
C -0.84 -1.25 -0.23 0.665
H 0.38 -0.13 -1.38 0.329
N -1.60 -1.28 0.79 -0.666
```

[2]
C4H7N3 | wB97M-V/def2-TZVPD

As for the HOMO energy: -9.744 eV. Its total energy is -8731.1684 eV. The value obtained for the relative energy (zero: lowest compared OMol25 entry of this formula, charge and spin) is 49.3 kJ/mol. For the HOMO-LUMO gap, the calculation gives 10.475 eV. The calculation puts the LUMO energy at 0.7 eV.

Geometry as XYZ:
```
14
Properties=species:S:1:pos:R:3:mulliken_charge:R:1
H -2.37 1.11 0.09 0.310
H 0.28 1.02 1.23 0.252
C 1.34 -0.21 0.01 0.693
H -1.53 -0.64 1.55 0.317
C -1.80 0.31 -0.41 -0.961
C 2.39 0.81 0.00 0.063
N 3.20 1.63 -0.08 -0.372
H -0.81 -1.52 0.20 0.367
H 2.25 -1.30 -1.24 0.241
H -1.12 0.78 -1.12 0.303
N 1.38 -1.26 -0.71 -0.675
C -1.00 -0.52 0.59 -0.494
N 0.30 0.08 0.86 -0.335
H -2.50 -0.30 -0.98 0.291
```

[3]
C4H7N3 | wB97M-V/def2-TZVPD

As for the HOMO energy (spin up / spin down): -8.691 / -6.925 eV. Its total energy is -8726.5187 eV. The value obtained for the relative energy (zero: lowest compared OMol25 entry of this formula, charge and spin) is 497.9 kJ/mol. For the HOMO-LUMO gap (spin up / spin down), the calculation gives 8.877 / 6.761 eV. The calculation puts the LUMO energy (spin up / spin down) at 0.2 / -0.2 eV.

Geometry as XYZ:
```
14
Properties=species:S:1:pos:R:3:mulliken_charge:R:1
H 0.48 1.48 0.74 0.362
C -1.57 -0.91 -0.11 0.182
N -0.43 1.01 0.40 0.005
H 1.60 -1.61 -1.46 0.322
N -0.95 1.92 -0.55 -0.761
H 0.74 -1.94 1.24 0.323
H 1.99 0.10 -0.84 0.215
H -1.41 2.68 0.06 0.277
H 1.50 -0.42 1.49 0.251
C -0.45 -0.27 0.39 0.256
H -1.72 1.50 -1.18 0.289
C 1.77 -1.01 -0.56 -0.717
C 0.95 -0.97 0.68 -0.521
N -2.50 -1.56 -0.33 -0.482
```

[4]
C4H7N3O | wB97M-V/def2-TZVPD

As for the HOMO energy: -9.105 eV. Its total energy is -10775.2007 eV. The value obtained for the relative energy (zero: lowest compared OMol25 entry of this formula, charge and spin) is 438.7 kJ/mol. For the HOMO-LUMO gap, the calculation gives 9.516 eV. The calculation puts the LUMO energy at 0.4 eV.

Geometry as XYZ:
```
15
Properties=species:S:1:pos:R:3:mulliken_charge:R:1
C -0.07 -0.79 -0.20 0.529
C 0.81 -0.13 2.00 0.013
H -2.82 -0.30 -1.79 0.294
O -0.49 1.26 -0.31 -0.500
H -1.80 1.04 -2.37 0.346
H -0.72 -0.33 -2.45 0.255
H 1.18 -2.15 -0.30 0.282
H 1.55 1.27 0.74 0.316
H 0.56 -0.13 3.13 0.301
C -1.72 0.08 -1.89 -0.961
C -0.97 0.28 -0.70 0.569
N 0.26 -0.87 1.17 -0.456
H 1.76 1.70 2.40 0.313
N 1.92 0.75 1.58 -0.603
N 0.55 -1.68 -1.00 -0.697
```